11
Properties=species:S:1:pos:R:3:forces:R:3 method="wB97M-V/def2-TZVPD" total_energy_ha=-380.32969 homo_energy_ev=-8.5737 de_lowest_kcal_mol=136.4 smiles="O=CC1OC=CO1" homo_lumo_gap_ev=8.1 multiplicity=1
O 2.2151 1.6718 -0.0724 -8.18 1.58 2.69
C 0.8275 1.5820 0.2122 8.64 0.76 0.62
C 0.5919 0.1881 -0.4817 -0.67 1.43 -1.43
O 0.7416 -0.9492 0.2676 -0.72 -1.05 0.53
C -0.6148 -1.4674 0.5706 0.81 1.90 -1.52
C -1.4686 -0.6386 -0.0991 1.98 -4.28 2.61
O -0.7908 0.1682 -0.8727 -0.12 2.53 -2.24
H 0.2197 2.4057 1.0322 1.84 -2.65 -2.74
H 1.4604 0.4201 -1.3438 -2.81 -1.66 1.77
H -0.6752 -2.5241 0.8224 0.03 0.67 0.56
H -2.5069 -0.8567 -0.0353 -0.80 0.77 -0.85

40
Properties=species:S:1:pos:R:3:forces:R:3 method="wB97M-V/def2-TZVPD" total_energy_ha=-1754.69780 homo_energy_ev=-3.6247 charge=-1 homo_lumo_gap_ev=4.0 multiplicity=1
C -4.3757 1.2385 -4.1466 -0.05 0.07 0.07
O -3.5252 1.0482 -5.2595 0.01 -0.21 -0.08
C -2.1788 1.3911 -4.9940 0.02 0.07 0.00
C -1.4977 0.3562 -4.1191 0.04 0.00 0.06
C -1.8306 -0.9781 -4.3386 0.05 -0.06 0.14
C -1.2809 -1.9970 -3.5755 -0.09 0.13 -0.12
C -0.3904 -1.6987 -2.5575 -0.04 -0.05 -0.07
C -0.0564 -0.3778 -2.3149 -0.03 -0.07 -0.07
C -0.5877 0.6549 -3.0990 -0.01 -0.13 -0.06
C -0.1299 2.0428 -2.8136 0.02 0.01 0.06
O -0.1870 2.9353 -3.6362 -0.05 0.06 -0.01
C 0.4249 2.3112 -1.4693 -0.01 -0.17 -0.07
C 0.8962 1.3229 -0.7070 -0.03 0.26 0.05
Cl 1.5897 1.6012 0.8212 0.09 -0.04 0.12
C 0.8793 -0.0938 -1.1885 0.17 -0.12 0.02
O 1.5825 -0.9440 -0.6994 -0.21 0.17 -0.06
H -4.8492 2.2226 -4.1882 0.02 0.07 0.00
H -5.1516 0.4751 -4.1628 -0.02 -0.02 -0.06
H -3.8363 1.1541 -3.2008 0.03 -0.05 0.04
H -1.6772 1.4158 -5.9614 0.02 0.09 -0.04
H -2.1061 2.3849 -4.5601 -0.03 0.06 0.01
H -2.5498 -1.1993 -5.1149 -0.03 -0.04 -0.02
H -1.5608 -3.0221 -3.7732 0.01 -0.06 0.01
H 0.0390 -2.4763 -1.9432 0.06 0.01 0.06
H 0.4833 3.3501 -1.1770 0.07 0.01 0.03
C 3.5993 -0.8996 4.1750 0.03 0.09 0.09
C 2.1395 -0.7775 3.7491 -0.10 0.12 -0.47
O 1.2142 -1.4587 4.5489 0.31 -0.31 0.26
C 0.7659 -0.7472 5.7666 -0.28 0.32 0.04
O 0.5710 0.5216 5.6465 0.03 -0.04 -0.04
C 1.7489 -1.0705 6.9377 0.05 -0.21 0.02
F 2.2546 -2.3385 6.9233 -0.02 0.09 0.02
F 1.0826 -0.9676 8.1169 -0.01 -0.01 0.06
F 2.8110 -0.2491 7.0482 0.00 0.00 0.01
H 3.8297 -1.9308 4.4480 0.02 -0.03 -0.03
H 4.2501 -0.6005 3.3471 -0.01 -0.03 -0.03
H 3.8317 -0.2609 5.0258 -0.04 -0.05 -0.02
H 2.0375 -1.2244 2.7528 0.00 0.02 -0.01
H 1.8524 0.2771 3.6611 0.03 0.00 0.14
H -0.1122 -1.3914 6.0321 -0.03 0.05 -0.05

13
Properties=species:S:1:pos:R:3:forces:R:3 method="wB97M-V/def2-TZVPD" total_energy_ha=-915.42690 homo_energy_ev=-9.0533 de_lowest_kcal_mol=31.4 smiles="C=C.CSS" homo_lumo_gap_ev=9.5 multiplicity=1
C -0.0985 1.2302 2.3187 -0.24 -0.78 1.22
C -0.2017 -0.0590 2.7150 -0.13 1.56 -1.40
H 0.3208 1.9881 3.0160 -0.14 -0.61 -0.72
H -0.5352 1.5879 1.3836 0.22 -0.16 0.32
H 0.2160 -0.4113 3.6274 0.20 -0.10 0.67
H -0.6874 -0.8021 2.0832 0.17 0.16 0.13
C 0.9173 -0.5467 -2.7257 0.70 -0.83 -0.10
S -0.4423 0.5955 -2.4030 0.01 -0.61 0.67
S -1.0203 -0.3023 -0.5837 -0.46 0.36 -0.92
H 1.6852 -0.4410 -1.9495 -0.29 -0.07 -0.10
H 1.4289 -0.3742 -3.6756 -0.34 0.46 -0.06
H 0.5841 -1.5990 -2.7649 -0.06 0.56 0.19
H -2.1667 -0.8661 -1.0415 0.36 0.06 0.11